# 1
DFT (ωB97M-V with the def2-TZVPD basis set) results for a cluster of 2 separate species, C2F3N3O2 in total at a distorted geometry.

The geometry in ORCA input format:
```
! RIJCOSX wB97M-V def2-TZVPD def2/J DEFGRID3
* xyz 0 1
C 0.847 -0.866 0.970
C 0.490 0.531 -1.739
N 1.769 -1.456 1.359
N -0.099 -0.027 0.580
N -1.322 0.180 1.084
O -1.566 -0.296 2.145
O -2.039 0.787 0.368
F 1.426 1.367 -1.416
F 0.840 -0.621 -2.259
F -0.595 0.980 -2.243
*
```

The HOMO-LUMO gap (alpha / beta) is 7.32 / 7.32 eV. The total energy is -690.3002 Ha. The calculation puts the energy above the lowest of the compared OMol25 structures with the same formula, charge and spin at 54.8 kcal per mole. For the LUMO energy (alpha / beta), the calculation gives -0.106 / -0.105 Eh. The HOMO energy (alpha / beta) comes out at -10.188 / -10.190 eV.

Löwdin population analysis, charges in e, atoms 1 to 2: -0.34, -0.35


# 2
DFT (ωB97M-V with the def2-TZVPD basis set) results for a structure of composition C45H45ClIN6O4P2RbS.

The geometry in ORCA input format:
```
! RIJCOSX wB97M-V def2-TZVPD def2/J DEFGRID3
* xyz 0 1
Rb -1.247 -1.422 -0.449
C 4.567 4.326 0.182
S 3.070 5.221 0.645
C 2.274 4.022 1.748
C 1.236 3.117 1.093
C 1.906 2.222 0.071
N 1.054 1.187 -0.596
P 1.990 -0.177 -0.927
C 3.672 0.273 -1.398
C 3.966 0.696 -2.695
C 5.233 1.167 -3.012
C 6.223 1.224 -2.041
C 5.944 0.811 -0.746
C 4.678 0.343 -0.426
C 2.183 -0.961 0.701
C 1.372 -0.661 1.792
C 1.420 -1.450 2.939
C 2.280 -2.534 3.004
C 3.083 -2.855 1.912
C 3.024 -2.082 0.766
P -0.205 1.601 -1.752
C 0.681 2.805 -2.798
C 1.052 4.084 -2.387
C 1.801 4.903 -3.221
C 2.179 4.454 -4.482
C 1.806 3.185 -4.909
C 1.063 2.366 -4.068
C -1.360 2.643 -0.793
C -1.672 2.413 0.543
C -2.683 3.138 1.166
C -3.414 4.077 0.454
C -3.130 4.295 -0.888
C -2.110 3.587 -1.505
H 5.203 5.032 -0.352
H 4.371 3.475 -0.471
H 5.103 3.989 1.071
H 1.804 4.601 2.541
H 3.066 3.429 2.215
H 0.460 3.725 0.629
H 0.750 2.523 1.872
H 2.724 1.711 0.582
H 2.363 2.843 -0.704
H 3.201 0.662 -3.454
H 5.441 1.492 -4.023
H 7.210 1.593 -2.293
H 6.709 0.855 0.020
H 4.475 0.041 0.592
H 0.640 0.135 1.737
H 0.752 -1.225 3.761
H 2.312 -3.144 3.899
H 3.743 -3.714 1.952
H 3.633 -2.354 -0.088
H 0.763 4.444 -1.405
H 2.090 5.891 -2.883
H 2.758 5.097 -5.134
H 2.089 2.836 -5.895
H 0.768 1.376 -4.399
H -1.137 1.661 1.111
H -2.908 2.950 2.208
H -4.207 4.630 0.944
H -3.698 5.023 -1.453
H -1.896 3.777 -2.551
Cl -6.909 1.670 3.735
C -5.408 0.982 3.158
C -4.313 0.987 3.967
C -3.097 0.434 3.529
I -1.428 0.612 4.763
C -2.912 -0.172 2.275
O -1.821 -0.677 1.872
C -4.109 -0.133 1.413
N -3.967 -0.625 0.148
C -4.993 -0.607 -0.665
C -6.255 -0.103 -0.302
C -6.418 0.409 0.950
C -5.332 0.424 1.854
H -4.384 1.432 4.951
H -4.826 -0.992 -1.668
H -7.071 -0.115 -1.013
H -7.370 0.817 1.264
N -1.271 -4.308 0.079
C -1.135 -4.723 1.153
N -0.944 -5.137 2.399
C 0.197 -5.995 2.735
C -0.295 -7.407 2.968
O -1.314 -7.422 3.956
C -2.445 -6.662 3.553
C -2.069 -5.213 3.337
H 0.649 -5.606 3.650
H 0.931 -5.947 1.934
H 0.510 -8.044 3.330
H -0.681 -7.823 2.029
H -3.183 -6.749 4.347
H -2.866 -7.081 2.630
H -1.757 -4.760 4.279
H -2.903 -4.638 2.940
N -0.856 -1.815 -3.978
C -0.840 -2.640 -5.042
C -1.944 -3.451 -4.936
C -2.566 -3.034 -3.743
N -1.902 -2.042 -3.164
H -0.153 -1.137 -3.699
H -0.056 -2.588 -5.781
H -2.252 -4.230 -5.613
H -3.460 -3.419 -3.276
O 1.260 -1.425 -1.577
O 1.442 -0.417 -2.694
*
```

The HOMO-LUMO gap is 6.80 eV. The total energy is -4234.1227 Ha. The calculation puts the energy above the lowest of the compared OMol25 structures with the same formula, charge and spin at 0.0 kcal per mole. For the LUMO energy, the calculation gives 0.010 Eh. The HOMO energy comes out at -6.543 eV.

Löwdin population analysis, charges in e, atoms 1 to 2: 0.86, -0.41


# 3
DFT (ωB97M-V with the def2-TZVPD basis set) results for a cluster of 4 separate species, C2H12NO3 in total at a distorted geometry.

The geometry in ORCA input format:
```
! RIJCOSX wB97M-V def2-TZVPD def2/J DEFGRID3
* xyz 1 1
C -1.370 -2.146 -0.512
C -1.426 -1.687 0.705
N -1.162 -1.408 -1.722
H -1.711 -3.124 -0.619
H -1.370 -2.369 1.625
H -1.597 -0.554 0.750
H -0.099 -1.426 -1.929
H -1.544 -0.479 -1.622
H -1.835 -1.925 -2.411
H 3.013 1.114 0.873
H 1.449 1.668 1.067
O 2.049 1.046 0.568
H -0.025 3.367 3.283
H 0.088 4.729 2.560
O 0.147 3.730 2.415
H 2.191 -0.292 -2.307
H 1.801 0.071 -0.949
O 1.403 -0.319 -1.774
*
```

The HOMO-LUMO gap is 11.07 eV. The total energy is -363.5759 Ha. The calculation puts the energy above the lowest of the compared OMol25 structures with the same formula, charge and spin at 47.1 kcal per mole. For the LUMO energy, the calculation gives -0.118 Eh. The HOMO energy comes out at -14.271 eV.

Löwdin population analysis, charges in e, atoms 1 to 2: -0.23, 0.07